{
  "formula": "C12H15NO3S",
  "method": "wB97M-V/def2-TZVPD",
  "de_lowest_ev": 1.6625,
  "smiles": "CC(=O)c1ccc(S(=O)(=O)N2CCCC2)cc1",
  "gap_ev": 9.470,
  "elements": ["C", "C", "O", "C", "C", "C", "C", "S", "O", "O", "N", "C", "C", "C", "C", "C", "C", "H", "H", "H", "H", "H", "H", "H", "H", "H", "H", "H", "H", "H", "H", "H"],
  "xyz": [[1.9813, -4.9280, 0.1530], [2.1163, -3.7271, -0.7467], [3.0204, -3.6213, -1.5421], [1.0768, -2.6627, -0.6185], [1.0810, -1.6420, -1.5727], [0.1511, -0.6220, -1.5158], [-0.7806, -0.6219, -0.4950], [-1.9492, 0.7317, -0.4096], [-2.8135, 0.5392, 0.7236], [-2.5493, 0.9295, -1.6936], [-0.8899, 2.0072, -0.1484], [-0.3213, 2.0300, 1.1861], [0.3073, 3.4217, 1.2904], [-0.5178, 4.2924, 0.3233], [-1.4912, 3.3186, -0.3519], [-0.8028, -1.6184, 0.4610], [0.1239, -2.6451, 0.3994], [0.9968, -5.3759, 0.0424], [2.7451, -5.6565, -0.1065], [2.1152, -4.6296, 1.1908], [1.8282, -1.6753, -2.3517], [0.1272, 0.1723, -2.2439], [-1.1121, 1.8925, 1.9362], [0.4045, 1.2215, 1.2858], [1.3478, 3.3834, 0.9716], [0.2747, 3.7940, 2.3123], [0.1295, 4.7602, -0.4161], [-1.0599, 5.0775, 0.8468], [-2.4796, 3.3588, 0.1237], [-1.6119, 3.4870, -1.4210], [-1.5507, -1.5727, 1.2372], [0.1027, -3.4190, 1.1500]]
}


{
  "formula": "C6H8N",
  "method": "wB97M-V/def2-TZVPD",
  "total_charge": 1,
  "de_lowest_ev": 7.2284,
  "smiles": "C=[N+]1[C@@H]2[C@H]3[C@H](C)[C@]321",
  "gap_ev": 9.629,
  "elements": ["C", "N", "C", "C", "C", "C", "C", "H", "H", "H", "H", "H", "H", "H", "H"],
  "xyz": [[2.0671, -1.6807, -0.5285], [0.9765, -1.1278, -0.8256], [0.1309, -0.5754, -1.8391], [-0.0474, 0.8120, -0.9539], [-1.1631, 0.4076, -0.0679], [-1.2249, 0.9279, 1.3334], [-0.3253, -0.7927, -0.4622], [2.2946, -1.9282, 0.4996], [2.7917, -1.8942, -1.3010], [-0.0508, -0.8456, -2.8532], [0.8453, 1.2889, -0.5785], [-2.1374, 0.3105, -0.5470], [-0.3003, 0.7600, 1.8814], [-2.0486, 0.4655, 1.8710], [-1.4177, 1.9998, 1.2985]]
}


{
  "formula": "C34H80N4O22",
  "method": "wB97M-V/def2-TZVPD",
  "smiles": "COC[C@H](C)N.COC[C@H](C)N.COC[C@H](C)N.COC[C@H](C)N.COC(=O)OC.COC(=O)OC.COC(=O)OC.COC(=O)OC.COC(=O)OC.COC(=O)OC",
  "gap_ev": 9.524,
  "elements": ["C", "O", "C", "C", "C", "N", "H", "H", "H", "H", "H", "H", "H", "H", "H", "H", "H", "C", "O", "C", "C", "C", "N", "H", "H", "H", "H", "H", "H", "H", "H", "H", "H", "H", "C", "O", "C", "C", "C", "N", "H", "H", "H", "H", "H", "H", "H", "H", "H", "H", "H", "C", "O", "C", "C", "C", "N", "H", "H", "H", "H", "H", "H", "H", "H", "H", "H", "H", "C", "O", "C", "O", "O", "C", "H", "H", "H", "H", "H", "H", "C", "O", "C", "O", "O", "C", "H", "H", "H", "H", "H", "H", "C", "O", "C", "O", "O", "C", "H", "H", "H", "H", "H", "H", "C", "O", "C", "O", "O", "C", "H", "H", "H", "H", "H", "H", "C", "O", "C", "O", "O", "C", "H", "H", "H", "H", "H", "H", "C", "O", "C", "O", "O", "C", "H", "H", "H", "H", "H", "H"],
  "xyz": [[3.8353, 4.3216, -2.1830], [3.2717, 3.3217, -3.0217], [3.7187, 2.0385, -2.5660], [3.2575, 1.0718, -3.6540], [3.7865, 1.5858, -5.0068], [1.7600, 1.0179, -3.6903], [3.4187, 5.2396, -2.5516], [4.9600, 4.3715, -2.3288], [3.6297, 4.0882, -1.1972], [4.8429, 2.1456, -2.5391], [3.4160, 1.8084, -1.5317], [3.6657, 0.0311, -3.5090], [3.2126, 2.5079, -5.1934], [3.5597, 0.8343, -5.8516], [4.8518, 1.7575, -5.0669], [1.4451, 0.4675, -2.8767], [1.3551, 1.8849, -3.5268], [-1.5102, 0.7252, -4.2474], [-2.8117, 1.0930, -3.9005], [-3.4178, 0.0825, -3.1192], [-4.7724, 0.6689, -2.6994], [-4.6021, 1.7222, -1.6636], [-5.5459, -0.4257, -2.2217], [-0.8745, 0.5551, -3.4120], [-1.0910, 1.5706, -4.8046], [-1.5476, -0.2176, -4.8417], [-3.5038, -0.8408, -3.7112], [-2.8242, -0.2093, -2.1802], [-5.1188, 1.1539, -3.5896], [-3.9355, 2.4554, -2.0814], [-4.3153, 1.3662, -0.6829], [-5.5131, 2.2677, -1.4653], [-5.8001, -1.1740, -2.8817], [-6.4378, -0.2129, -1.7954], [2.4597, -1.4692, -0.5616], [1.5648, -0.3811, -0.6620], [0.6112, -0.4153, 0.3366], [-0.2999, 0.8157, 0.1935], [0.4222, 2.0312, 0.7380], [-1.5704, 0.7424, 0.9093], [3.2994, -1.2201, -1.2266], [1.8857, -2.3866, -0.7431], [2.9116, -1.4728, 0.4718], [-0.0417, -1.3157, 0.2643], [1.0939, -0.4329, 1.3075], [-0.3808, 0.9288, -0.8612], [-0.0472, 2.9933, 0.4668], [1.4113, 2.1049, 0.2604], [0.6404, 2.0145, 1.8054], [-2.1926, 0.1364, 0.4025], [-1.9033, 1.6608, 0.9612], [-2.4359, -0.5339, 4.3842], [-1.9981, -0.8574, 5.6555], [-2.8152, -0.5166, 6.7854], [-3.8983, -1.5797, 6.9351], [-4.8465, -1.3230, 8.0873], [-3.3987, -2.9459, 7.1617], [-1.6249, -0.7728, 3.7031], [-2.5565, 0.5689, 4.2276], [-3.2992, -1.0882, 4.0686], [-2.1825, -0.5895, 7.6455], [-3.2982, 0.4220, 6.6317], [-4.5112, -1.4433, 5.9704], [-5.6758, -1.9823, 7.9570], [-5.2459, -0.3244, 8.0220], [-4.4359, -1.4857, 9.0567], [-2.6037, -3.1968, 6.5921], [-3.1196, -3.2013, 8.1060], [4.2888, -3.9324, 2.3954], [2.9102, -3.7038, 2.8537], [2.9300, -2.9468, 3.9652], [3.9538, -2.5000, 4.5044], [1.6916, -2.6613, 4.2431], [1.4828, -1.8385, 5.3878], [4.6852, -3.0276, 1.9595], [4.1513, -4.7568, 1.7037], [4.9428, -4.2564, 3.1845], [2.2114, -2.0637, 6.1973], [0.4524, -2.0363, 5.7580], [1.5934, -0.8408, 5.1711], [6.7083, -2.5880, -4.5576], [6.3891, -2.7238, -3.1156], [6.6966, -1.6656, -2.3478], [7.2656, -0.6583, -2.7573], [6.4079, -1.9442, -1.0732], [6.8473, -0.9411, -0.1539], [5.8082, -2.2481, -5.0965], [6.9341, -3.5948, -4.8792], [7.6318, -2.0290, -4.5936], [6.6458, -1.3611, 0.8542], [6.3969, 0.0397, -0.3764], [7.9586, -0.8492, -0.3313], [0.9173, -2.5002, -4.1669], [2.1707, -3.1397, -3.8471], [2.1722, -4.1952, -3.0240], [1.2554, -4.8382, -2.5609], [3.5107, -4.3977, -2.6967], [3.7158, -5.1145, -1.4350], [0.1956, -3.3073, -4.4058], [1.0916, -1.7843, -4.9612], [0.6506, -1.9073, -3.2241], [3.9728, -4.4089, -0.7283], [4.4886, -5.8777, -1.6033], [2.7751, -5.5618, -1.1666], [-1.3134, 4.4215, 3.1376], [-2.4410, 3.9120, 3.8187], [-3.2675, 3.2573, 3.0255], [-3.2938, 3.3389, 1.8102], [-4.0234, 2.4869, 3.7585], [-5.0554, 1.7257, 3.1592], [-1.6965, 5.3144, 2.5720], [-1.0494, 3.6588, 2.3902], [-0.5451, 4.6107, 3.8506], [-5.6793, 1.5190, 4.0355], [-4.6917, 0.7635, 2.7614], [-5.4708, 2.2737, 2.3354], [-1.9680, -3.5076, -2.2105], [-3.1481, -3.7496, -1.5056], [-3.5635, -2.8832, -0.5696], [-2.8720, -1.9910, -0.1374], [-4.7813, -3.2089, -0.1392], [-5.3120, -2.3191, 0.8568], [-1.8670, -2.4897, -2.5162], [-2.1246, -4.1213, -3.1219], [-1.0443, -3.8884, -1.6745], [-4.7571, -2.5214, 1.7864], [-6.4007, -2.5508, 0.9328], [-5.2314, -1.3038, 0.5145], [-1.7590, 4.8801, -3.8955], [-0.9083, 4.5008, -2.7781], [-0.6248, 5.4739, -1.9280], [-1.0292, 6.5966, -2.0862], [0.1110, 5.0506, -0.9042], [0.2754, 6.2137, 0.0008], [-1.6719, 4.0675, -4.5941], [-1.3214, 5.7876, -4.3222], [-2.7895, 4.9621, -3.5922], [0.9195, 5.7952, 0.8322], [-0.6394, 6.5956, 0.4348], [0.8508, 6.9308, -0.5730]]
}


{
  "formula": "C43H48IrN2O4S2Se",
  "method": "wB97M-V/def2-TZVPD",
  "de_lowest_ev": 0.0913,
  "spin_multiplicity": 6,
  "gap_ev": [7.435, 5.167],
  "elements": ["Ir", "C", "C", "C", "C", "C", "C", "C", "Se", "C", "C", "C", "C", "C", "C", "O", "C", "C", "C", "C", "C", "C", "C", "C", "C", "O", "C", "C", "C", "C", "C", "C", "H", "H", "H", "H", "H", "H", "H", "H", "H", "H", "H", "H", "H", "H", "H", "H", "H", "H", "H", "H", "H", "H", "H", "H", "H", "H", "H", "H", "H", "H", "H", "H", "H", "H", "H", "H", "H", "H", "H", "H", "S", "C", "N", "C", "C", "C", "C", "C", "C", "S", "H", "H", "H", "H", "O", "C", "N", "C", "O", "C", "C", "C", "C", "C", "C", "H", "H", "H", "H"],
  "xyz": [[1.8468, -0.0043, -0.0011], [-4.9203, 2.6888, -0.1163], [-4.4338, 2.8776, -1.5633], [-4.7342, 4.3127, -1.9917], [-5.1967, 1.9133, -2.4884], [-2.9501, 2.5471, -1.6279], [-2.5299, 1.2567, -1.2346], [-1.2116, 0.9355, -1.2371], [-0.5682, -0.8335, -0.9281], [-1.2476, -1.2545, 0.7845], [-2.5466, -1.7145, 0.9398], [-2.9928, -2.1082, 2.1881], [-2.0612, -2.0736, 3.2317], [-0.7428, -1.6499, 3.0974], [-0.3247, -1.1906, 1.8304], [0.9055, -0.7038, 1.6682], [0.2339, -1.6699, 4.2799], [0.7135, -0.2476, 4.6066], [1.4390, -2.5585, 3.9338], [-0.4165, -2.2396, 5.5435], [-4.4426, -2.5612, 2.3685], [-4.7315, -3.7529, 1.4451], [-5.3838, -1.4026, 2.0080], [-4.7349, -2.9853, 3.8074], [-0.2057, 1.9183, -1.5962], [1.0047, 1.6661, -1.3982], [-0.6374, 3.1989, -2.1412], [-1.9880, 3.4605, -2.1043], [0.3836, 4.1974, -2.6651], [1.2813, 3.5327, -3.7253], [1.2422, 4.7077, -1.4973], [-0.2996, 5.3991, -3.3208], [-5.9864, 2.9180, -0.0565], [-4.3888, 3.3556, 0.5657], [-4.7799, 1.6657, 0.2366], [-5.8071, 4.4933, -1.9074], [-4.4508, 4.4984, -3.0298], [-4.2238, 5.0400, -1.3569], [-6.2637, 2.1440, -2.4578], [-5.0725, 0.8726, -2.1858], [-4.8558, 2.0083, -3.5214], [-3.2598, 0.5130, -0.9414], [-3.2000, -1.7687, 0.0765], [-2.3834, -2.4068, 4.2069], [1.2636, 0.1920, 3.7773], [1.3688, -0.2793, 5.4810], [-0.1354, 0.3987, 4.8467], [1.9768, -2.1739, 3.0697], [1.1154, -3.5809, 3.7219], [2.1288, -2.5882, 4.7816], [-1.2602, -1.6324, 5.8811], [0.3221, -2.2482, 6.3471], [-0.7633, -3.2662, 5.4023], [-4.6271, -3.4851, 0.3916], [-5.7538, -4.1091, 1.5960], [-4.0456, -4.5774, 1.6504], [-5.2273, -1.0699, 0.9786], [-5.2159, -0.5467, 2.6661], [-6.4274, -1.7129, 2.1055], [-4.1199, -3.8350, 4.1124], [-5.7819, -3.2845, 3.8901], [-4.5661, -2.1695, 4.5139], [-2.3333, 4.4187, -2.4573], [1.8912, 2.7309, -3.3127], [1.9518, 4.2897, -4.1378], [0.6830, 3.1289, -4.5462], [1.7301, 3.8986, -0.9566], [0.6317, 5.2762, -0.7909], [2.0161, 5.3724, -1.8901], [-0.9348, 5.1059, -4.1604], [0.4717, 6.0673, -3.7062], [-0.8996, 5.9726, -2.6112], [3.0313, 2.2238, 0.7983], [3.8836, 1.8460, -0.6364], [3.5883, 0.7370, -1.2607], [4.2952, 0.5635, -2.4457], [4.1667, -0.5038, -3.3287], [4.9609, -0.5116, -4.4618], [5.8675, 0.5217, -4.7185], [5.9943, 1.5873, -3.8437], [5.1962, 1.5994, -2.7053], [5.1024, 2.7942, -1.4331], [3.4633, -1.3015, -3.1218], [4.8782, -1.3340, -5.1606], [6.4769, 0.4908, -5.6122], [6.6945, 2.3882, -4.0437], [3.7039, -0.8757, 1.3788], [3.7284, -1.8717, 0.6512], [2.8464, -1.9831, -0.3726], [3.1273, -3.1272, -1.1090], [2.5770, -3.4882, -2.1219], [4.2682, -3.8294, -0.4055], [4.9106, -5.0113, -0.6966], [5.9440, -5.4028, 0.1545], [6.3125, -4.6227, 1.2480], [5.6588, -3.4232, 1.5279], [4.6358, -3.0561, 0.6813], [4.6202, -5.6081, -1.5518], [6.4713, -6.3290, -0.0370], [7.1205, -4.9548, 1.8870], [5.9386, -2.8056, 2.3714]]
}


{
  "formula": "C4H12",
  "method": "wB97M-V/def2-TZVPD",
  "de_lowest_ev": 1.4072,
  "smiles": "CC.CC",
  "gap_ev": 12.071,
  "elements": ["C", "C", "H", "H", "H", "H", "H", "H", "C", "C", "H", "H", "H", "H", "H", "H"],
  "xyz": [[0.5534, 0.4468, 1.8603], [1.3635, 0.8284, 0.5152], [0.8985, -0.6272, 2.0790], [0.7901, 1.0337, 2.7716], [-0.4869, 0.4590, 1.5897], [0.9987, 1.7989, 0.1729], [1.1430, -0.0037, -0.2377], [2.4964, 1.0434, 0.6227], [-0.5799, -0.5251, -1.8389], [-1.3001, -0.7007, -0.4567], [0.0085, -1.4635, -1.9542], [-1.3253, -0.4064, -2.6862], [0.1431, 0.2342, -2.2567], [-2.2326, -1.2126, -0.7455], [-0.8067, -1.3349, 0.1958], [-1.8485, 0.1826, -0.0311]]
}


{
  "formula": "C5H10O",
  "method": "wB97M-V/def2-TZVPD",
  "de_lowest_ev": 7.1679,
  "gap_ev": [8.226, 8.225],
  "elements": ["C", "C", "C", "C", "C", "O", "H", "H", "H", "H", "H", "H", "H", "H", "H", "H"],
  "xyz": [[-0.8045, 1.3845, -0.8701], [-0.6254, 0.1940, 0.0536], [-1.5040, -0.9821, -0.3561], [0.7524, -0.2423, -0.0147], [2.2343, -0.1438, 1.0573], [1.0604, -0.9496, 1.1361], [-0.1768, 2.2308, -0.5661], [-1.8480, 1.7169, -0.8444], [-0.5502, 1.1295, -1.9055], [-0.8468, 0.4743, 1.0915], [-2.5568, -0.6842, -0.3206], [-1.3725, -1.8351, 0.3192], [-1.2716, -1.3093, -1.3766], [2.1578, -0.7093, -0.5610], [3.0676, -0.8499, 1.2631], [2.2840, 0.5756, 1.8943]]
}


no.,DFT total energy (eV)
1,-31154.7999
2,-7828.4599
3,-87556.7925
4,-146395.3008
5,-4341.1211
6,-7387.5974